Model A:
# F2HPS2

A 2-piece molecular cluster, F2HPS2 overall (ωB97M-V with the def2-TZVPD basis set, the Open Molecules 2025 dataset).

Values from the calculation:
* LUMO energy (spin up / spin down): -4.9 / -4.9 eV
* net charge: 0
* gap between HOMO and LUMO (spin up / spin down): 4.3 / 4.2 eV
* E_HOMO (spin up / spin down): -0.3374 / -0.3350 Ha

Atoms and positions in Å:
F  0.9752  -0.1272  1.3947
F  1.4929  -0.7054  -0.7708
P  0.5610  0.4218  -0.0535
S  1.6385  2.1577  -0.2923
S  -2.8822  -0.5244  0.1472
H  -1.7853  -1.2225  -0.4253

***

Model B:
# F2HPS2

A 2-piece molecular cluster, F2HPS2 overall (ωB97M-V with the def2-TZVPD basis set, the Open Molecules 2025 dataset).

Values from the calculation:
* LUMO energy (spin up / spin down): -2.0 / -1.0 eV
* net charge: 0
* gap between HOMO and LUMO (spin up / spin down): 6.4 / 8.2 eV
* E_HOMO (spin up / spin down): -0.3060 / -0.3355 Ha

Atoms and positions in Å:
F  -1.8527  -0.9831  1.4892
F  0.1705  -1.2656  2.5663
P  -0.4587  -1.7586  1.2136
S  -0.1951  0.6671  -0.8460
S  1.1595  2.0524  -1.6276
H  1.1764  1.2877  -2.7956

***

Most stable: model B. Least stable: model A.

***

Model A:
# C4H8N3O2

An isolated ion of composition C4H8N3O2 and charge +1 (ωB97M-V with the def2-TZVPD basis set, the Open Molecules 2025 dataset).

Values from the calculation:
* LUMO energy (spin up / spin down): -3.9 / -8.4 eV
* net charge: +1
* multiplicity: 3
* gap between HOMO and LUMO (spin up / spin down): 8.8 / 6.8 eV
* E_HOMO (spin up / spin down): -0.4644 / -0.5599 Ha

Atoms and positions in Å:
C  1.2440  -1.2041  0.5657
C  -0.0732  0.2032  -0.4562
C  1.8336  -1.0356  1.9866
C  -1.8978  1.6988  -1.4713
N  1.1328  0.0355  -0.0517
N  -0.8483  -0.9175  -0.2112
N  -0.5798  1.6428  -0.9033
O  -0.0794  -1.7530  0.5456
O  -1.8720  -1.2969  -0.6592
H  1.6690  -2.0466  0.0275
H  2.4200  -0.1188  1.9913
H  1.0538  -0.8948  2.6054
H  2.4121  -1.8206  2.3952
H  -1.6968  1.4506  -2.5704
H  -2.1498  2.7033  -1.4709
H  -2.7079  0.9629  -1.1447
H  0.1398  2.3908  -1.1785

***

Model B:
# C4H8N3O2

C4H8N3O2 as an isolated structure (ωB97M-V with the def2-TZVPD basis set, the Open Molecules 2025 dataset).

Values from the calculation:
* LUMO energy (spin up / spin down): -3.9 / -7.0 eV
* net charge: +1
* multiplicity: 3
* gap between HOMO and LUMO (spin up / spin down): 7.0 / 6.6 eV
* E_HOMO (spin up / spin down): -0.3983 / -0.5011 Ha

Atoms and positions in Å:
C  -1.7573  0.5934  -0.8378
C  2.1442  0.1746  0.4040
C  0.8131  0.9414  0.5055
C  0.5872  -0.9175  -0.7837
N  1.8042  -1.0569  -0.3282
N  0.1021  0.3142  -0.5716
N  -2.5386  0.1163  -0.0245
O  -2.0250  -0.7699  0.9518
O  -3.7737  0.2473  -0.1028
H  -1.8080  1.3692  -1.5408
H  2.8470  0.7388  -0.1371
H  2.6392  -0.2338  1.4368
H  0.3014  0.9397  1.4670
H  0.8930  1.9781  0.2316
H  0.1306  -1.6109  -1.4044
H  -2.8875  -1.0430  1.3063
H  2.5280  -1.7812  -0.5719

***

Most stable: model A. Least stable: model B.

***

Model A:
# C6H12

An isolated ion of composition C6H12 and charge +1 (ωB97M-V with the def2-TZVPD basis set, the Open Molecules 2025 dataset).

Values from the calculation:
* LUMO energy (spin up / spin down): -4.8 / -8.1 eV
* net charge: +1
* multiplicity: 2
* gap between HOMO and LUMO (spin up / spin down): 10.9 / 8.6 eV
* E_HOMO (spin up / spin down): -0.5773 / -0.6109 Ha

Atoms and positions in Å:
C  1.9202  0.9768  -0.8796
C  1.2313  0.7032  0.4458
C  -0.1080  0.1516  0.4626
C  -0.7505  -0.0419  1.7109
C  -0.8869  -0.1358  -0.7783
C  -1.4770  -1.5485  -0.7048
H  2.8782  1.4700  -0.6843
H  1.3908  1.6958  -1.4885
H  2.1067  0.0772  -1.4546
H  1.9075  0.1505  1.1184
H  1.1968  1.6431  1.0262
H  -0.2751  0.1743  2.6616
H  -1.7548  -0.4296  1.7202
H  -0.1626  -0.0679  -1.5897
H  -1.6238  0.6667  -0.8695
H  -0.8615  -2.2323  -0.1214
H  -1.4908  -2.0069  -1.6925
H  -2.5017  -1.5818  -0.3287

***

Model B:
# C6H12

C6H12 as an isolated structure (ωB97M-V with the def2-TZVPD basis set, the Open Molecules 2025 dataset).

Values from the calculation:
* LUMO energy (spin up / spin down): -4.9 / -6.0 eV
* net charge: +1
* multiplicity: 2
* gap between HOMO and LUMO (spin up / spin down): 9.4 / 10.1 eV
* E_HOMO (spin up / spin down): -0.5243 / -0.5906 Ha

Atoms and positions in Å:
C  -0.4049  2.3108  -0.1771
C  0.7998  1.4069  -0.0146
C  0.5445  0.0433  -0.6116
C  -0.0756  -0.9632  0.1321
C  -0.4836  -0.7844  1.5099
C  -0.3021  -2.2585  -0.6094
H  -0.3207  3.2877  0.2822
H  -0.6906  2.3362  -1.2286
H  -1.2693  1.8064  0.2681
H  0.9694  1.2112  1.0472
H  1.7734  1.7995  -0.3096
H  1.3279  -0.7124  -0.0848
H  0.3713  -0.0674  -1.6803
H  0.3416  -0.6468  2.2043
H  -1.4705  -1.0705  1.8111
H  -0.2386  -3.1479  0.0114
H  0.4031  -2.2966  -1.4336
H  -1.2752  -2.2543  -1.1168

***

Most stable: model A. Least stable: model B.

***

Model A:
# C5H14S

A 2-piece molecular cluster, C5H14S overall (ωB97M-V with the def2-TZVPD basis set, the Open Molecules 2025 dataset).

Values from the calculation:
* LUMO energy: 0.9 eV
* net charge: 0
* gap between HOMO and LUMO: 9.3 eV
* E_HOMO: -0.3082 Ha

Atoms and positions in Å:
C  1.2366  -0.9518  -2.0853
C  1.3740  -2.0377  -1.0385
C  -1.4895  -0.9145  -1.2429
S  -0.3968  -0.1897  -2.5091
H  1.8699  -0.1220  -1.8106
H  1.5604  -1.3262  -3.0570
H  2.4006  -2.1377  -0.6846
H  1.0911  -3.0139  -1.4336
H  -1.8834  -0.1486  -0.5808
H  -2.2459  -1.5256  -1.7277
H  -0.9680  -1.6140  -0.6231
H  0.7763  -1.8275  -0.1556
C  0.2164  1.9216  1.7318
C  -1.0744  2.0430  2.5003
H  0.2479  1.1678  0.9246
H  0.5477  2.7688  1.1423
H  0.9982  1.5395  2.3832
H  -1.9768  1.9864  1.9074
H  -1.1283  3.0178  3.0068
H  -1.1563  1.3643  3.3525

***

Model B:
# C5H14S

A 2-piece molecular cluster, C5H14S overall (ωB97M-V with the def2-TZVPD basis set, the Open Molecules 2025 dataset).

Values from the calculation:
* LUMO energy: 1.0 eV
* net charge: 0
* gap between HOMO and LUMO: 9.4 eV
* E_HOMO: -0.3096 Ha

Atoms and positions in Å:
C  0.3608  2.1271  2.9504
S  0.4592  1.4257  1.2256
C  -1.2870  1.5538  0.8517
H  -0.1336  3.0913  2.8814
H  1.3870  1.9962  3.3025
H  -0.2960  1.5155  3.6486
H  -1.9040  2.3260  1.3790
H  -1.3608  1.9257  -0.1651
H  -1.5873  0.5018  0.8254
C  -0.6930  -2.7422  -2.8812
C  0.6154  -2.4339  -2.1531
C  0.3919  -1.3409  -1.1626
H  -1.1070  -1.7903  -3.1990
H  -1.3535  -3.2746  -2.1925
H  -0.6460  -3.3535  -3.7794
H  1.3844  -2.1740  -2.8785
H  0.9868  -3.3646  -1.6545
H  1.3995  -1.0816  -0.7691
H  -0.1293  -0.4415  -1.4611
H  -0.2099  -1.6485  -0.2870

***

Model C:
# C5H14S

A 2-piece molecular cluster, C5H14S overall (ωB97M-V with the def2-TZVPD basis set, the Open Molecules 2025 dataset).

Values from the calculation:
* LUMO energy: 0.9 eV
* net charge: 0
* gap between HOMO and LUMO: 9.2 eV
* E_HOMO: -0.3036 Ha

Atoms and positions in Å:
C  2.2036  -0.1954  -1.7678
S  2.9872  -1.7423  -1.8628
C  2.8982  -2.3998  -0.1878
H  2.3910  0.5583  -2.4585
H  1.1411  -0.4564  -2.0168
H  2.1808  0.4822  -0.9012
H  3.7169  -3.1646  0.0380
H  1.8764  -2.6452  -0.1233
H  3.1610  -1.6000  0.5349
C  -1.5127  -0.0880  0.0949
C  -2.5388  0.7553  0.9682
C  -2.1606  2.2433  1.2987
H  -0.5885  0.2792  0.4820
H  -1.7523  -1.1468  0.3987
H  -1.4916  0.2994  -0.8945
H  -3.5133  0.7821  0.4061
H  -2.6558  0.2314  1.9346
H  -3.0671  2.7539  1.5733
H  -1.8202  2.6334  0.3515
H  -1.4552  2.4201  2.1316

***

Most stable: model A. Least stable: model C.

***

Model A:
# CH3N3O3

A 2-piece molecular cluster, CH3N3O3 overall (ωB97M-V with the def2-TZVPD basis set, the Open Molecules 2025 dataset).

Values from the calculation:
* LUMO energy: 0.4 eV
* net charge: 0
* gap between HOMO and LUMO: 11.0 eV
* E_HOMO: -0.3896 Ha

Atoms and positions in Å:
C  1.4679  1.5748  -0.3403
N  -2.2425  -1.0915  0.3618
N  -0.7373  -0.5235  0.2835
N  -1.0429  -1.3279  -0.5299
O  2.0065  1.2396  0.9058
O  -0.8992  -2.2206  -1.3407
O  0.2395  1.4932  -0.4778
H  2.1927  1.7316  -1.1806
H  -2.1819  -2.0646  0.6736
H  1.1972  1.1890  1.6445

***

Model B:
# CH3N3O3

A 2-piece molecular cluster, CH3N3O3 overall (ωB97M-V with the def2-TZVPD basis set, the Open Molecules 2025 dataset).

Values from the calculation:
* LUMO energy: 0.1 eV
* net charge: 0
* gap between HOMO and LUMO: 11.4 eV
* E_HOMO: -0.4163 Ha

Atoms and positions in Å:
C  2.6010  -0.6103  0.1410
N  1.6293  -0.8784  -0.5226
N  -0.7555  0.5477  -0.0504
N  -1.5067  -0.6003  0.1045
O  3.6614  -0.2670  0.4724
O  -1.0608  -1.6114  -0.3949
O  -2.5693  -0.4963  0.7076
H  0.1229  0.3889  -0.3666
H  0.8946  -1.5715  -0.5670
H  -0.7887  1.2680  0.6740

***

Most stable: model B. Least stable: model A.

***

Model A:
# C20H40Br20

C20H40Br20 as an isolated structure (ωB97M-V with the def2-TZVPD basis set, the Open Molecules 2025 dataset).

Values from the calculation:
* LUMO energy: -0.2 eV
* net charge: 0
* gap between HOMO and LUMO: 7.5 eV
* E_HOMO: -0.2828 Ha

Atoms and positions in Å:
Br  -0.4157  2.3119  2.6587
C  -2.3274  2.4177  2.1534
C  -3.2222  2.6877  3.3749
Br  -3.3195  1.0993  4.5981
H  -2.6836  1.5337  1.6246
H  -2.3635  3.1818  1.3768
H  -4.2611  2.9053  3.1272
H  -2.8594  3.5576  3.9224
Br  2.1652  -4.1397  0.8935
C  0.9544  -2.6263  1.1817
C  -0.4137  -2.9600  0.5447
Br  -1.8804  -2.4917  1.7977
H  1.4531  -1.6702  1.0224
H  0.8367  -2.6047  2.2651
H  -0.4928  -4.0331  0.3705
H  -0.6683  -2.3366  -0.3125
Br  5.6475  -0.9098  0.5267
C  4.0420  -0.8117  1.7085
C  3.0707  0.2807  1.3726
Br  1.4645  0.4436  2.4742
H  4.3165  -0.5380  2.7273
H  3.5625  -1.7905  1.7196
H  2.6316  -0.0637  0.4363
H  3.3980  1.3155  1.2711
Br  -2.4746  2.5419  -0.4521
C  -4.1561  1.5383  -0.3510
C  -4.2737  0.3541  0.6905
Br  -5.9827  -0.5330  0.4458
H  -4.5247  1.1717  -1.3091
H  -4.9104  2.2822  -0.0944
H  -4.3946  0.6234  1.7398
H  -3.5072  -0.4075  0.5474
Br  -0.6870  1.2187  -1.9441
C  0.3820  0.3414  -0.5042
C  -0.2188  0.6749  0.8586
Br  -2.1666  -0.0493  1.0159
H  1.4466  0.4699  -0.6997
H  0.1845  -0.6879  -0.8034
H  -0.3197  1.7516  0.9952
H  0.3422  0.1959  1.6611
Br  0.1000  -1.4512  -4.4412
C  1.0602  -0.9679  -2.8737
C  1.9690  -2.0870  -2.4699
Br  2.7481  -1.8102  -0.6281
H  0.3330  -0.7709  -2.0860
H  1.5628  -0.0324  -3.1194
H  2.7713  -2.0835  -3.2077
H  1.4272  -3.0260  -2.3567
Br  -2.1502  -1.2148  5.9127
C  -1.4410  -1.3904  4.1220
C  -0.1654  -0.4626  4.0844
Br  1.3302  -1.3323  5.1002
H  -2.1680  -1.0992  3.3638
H  -1.2116  -2.4447  3.9672
H  -0.2774  0.5682  4.4209
H  0.3097  -0.3704  3.1078
Br  -1.5374  -4.1755  -1.7461
C  -2.7189  -2.6155  -1.4368
C  -2.0614  -1.2761  -1.8969
Br  -3.3306  0.2155  -2.0119
H  -2.7994  -2.4788  -0.3585
H  -3.6210  -2.8498  -2.0020
H  -1.7913  -1.4721  -2.9346
H  -1.1415  -1.1523  -1.3256
Br  2.4107  1.5298  -0.9084
C  4.1807  0.9438  -1.3551
C  4.6974  1.1399  -2.7430
Br  3.4944  0.1978  -4.0183
H  3.9912  -0.1188  -1.2036
H  4.8811  1.4035  -0.6578
H  5.7209  0.7700  -2.8036
H  4.7919  2.1574  -3.1223
Br  0.1024  1.4684  -5.2161
C  1.1866  2.2810  -3.7551
C  0.1705  3.1483  -2.9936
Br  0.9162  3.9471  -1.3423
H  2.0243  2.6979  -4.3143
H  1.6271  1.5345  -3.0942
H  -0.6282  2.5593  -2.5427
H  -0.1380  3.8747  -3.7454

***

Model B:
# C20H40Br20

A 10-piece molecular cluster, C20H40Br20 overall (ωB97M-V with the def2-TZVPD basis set, the Open Molecules 2025 dataset).

Values from the calculation:
* LUMO energy: 0.1 eV
* net charge: 0
* gap between HOMO and LUMO: 10.0 eV
* E_HOMO: -0.3627 Ha

Atoms and positions in Å:
Br  -0.8952  -2.2151  1.4398
C  -0.6173  -0.2585  0.9995
C  0.6731  0.0626  0.1489
Br  0.8642  1.9887  -0.1367
H  -0.7418  0.3435  1.8996
H  -1.4558  0.0449  0.3728
H  0.7952  -0.4427  -0.8092
H  1.5507  -0.1950  0.7419
Br  3.3881  -3.3430  -2.7677
C  3.6092  -1.4050  -2.5974
C  2.5856  -0.6656  -3.4521
Br  2.7472  1.3346  -3.2807
H  4.6250  -1.0866  -2.8318
H  3.3746  -1.2052  -1.5518
H  1.5544  -0.8548  -3.1539
H  2.6039  -1.0010  -4.4890
Br  8.1665  1.4252  -0.7287
C  6.6504  1.0608  0.5633
C  5.4950  0.4199  -0.2709
Br  4.2540  -0.5578  0.9975
H  6.4091  2.0597  0.9264
H  7.0240  0.3891  1.3362
H  5.8234  -0.2967  -1.0238
H  4.9097  1.1526  -0.8265
Br  -0.5481  -5.7280  -1.4327
C  -1.4924  -5.8340  0.3873
C  -2.8017  -6.5708  0.1800
Br  -3.5958  -7.1286  1.9142
H  -1.7107  -4.8428  0.7848
H  -0.8135  -6.4184  1.0083
H  -2.7896  -7.4670  -0.4403
H  -3.4488  -5.7879  -0.2154
Br  -6.4076  1.6693  1.4370
C  -5.9914  1.0807  -0.4567
C  -4.6302  0.2509  -0.4439
Br  -4.6861  -1.4053  0.7106
H  -5.8588  1.9758  -1.0644
H  -6.8599  0.5935  -0.8999
H  -3.7688  0.8463  -0.1415
H  -4.4820  -0.0155  -1.4904
Br  -1.4903  -1.6922  -2.0964
C  -2.9313  -2.9397  -2.5966
C  -3.4487  -2.8572  -4.0048
Br  -4.3634  -1.1499  -4.4195
H  -3.7528  -2.7839  -1.8973
H  -2.5836  -3.9605  -2.4374
H  -4.1850  -3.6207  -4.2562
H  -2.5940  -2.9583  -4.6736
Br  -2.5046  2.3549  -2.0046
C  -2.9903  3.6989  -0.5815
C  -1.9508  4.7672  -0.4859
Br  -2.3274  6.2118  0.8403
H  -3.1679  3.2183  0.3805
H  -3.9617  4.0932  -0.8800
H  -1.8108  5.2155  -1.4695
H  -1.0440  4.2753  -0.1339
Br  -0.2921  -1.7061  4.9392
C  0.1403  -3.6082  4.5353
C  -1.1236  -4.4245  4.2829
Br  -0.6408  -6.3689  4.0942
H  0.7266  -3.9837  5.3740
H  0.7182  -3.6262  3.6112
H  -1.6212  -4.0304  3.3969
H  -1.8214  -4.3951  5.1198
Br  1.3469  6.8952  -1.5668
C  3.0159  5.9027  -1.8618
C  3.2359  4.8663  -0.8207
Br  5.0128  4.0292  -1.2829
H  3.8352  6.6176  -1.7859
H  3.0020  5.6292  -2.9168
H  2.4613  4.1446  -1.0803
H  3.1626  5.0982  0.2418
Br  1.5613  1.1738  4.3398
C  1.9545  2.7332  3.1863
C  0.7094  3.6077  3.0828
Br  0.9073  5.0980  1.9391
H  2.2895  2.3302  2.2305
H  2.8056  3.2628  3.6143
H  0.2755  3.9563  4.0200
H  -0.0632  2.9525  2.6807

***

Most stable: model B. Least stable: model A.